1.
Entry from OMol25: a molecular structure, C12H35NO7S in a non-equilibrium geometry (ωB97M-V/def2-TZVPD).

Computed properties:
Energy above the lowest of the compared OMol25 structures with the same formula, charge and spin in kJ/mol: 3014.34
Kohn-Sham gap in Ha: 0.262
HOMO energy in eV: -7.2333

Structure (ORCA input):
```
! RIJCOSX wB97M-V def2-TZVPD def2/J DEFGRID3
* xyz 0 1
C 2.334 1.632 -1.398
O 1.139 1.646 -2.214
H 2.131 2.514 -0.792
H 2.452 0.843 -0.654
H 3.265 1.937 -1.876
H 0.435 1.918 -1.621
C -0.796 -2.400 -1.550
O 0.570 -2.751 -1.361
H -0.840 -2.042 -2.578
H -1.452 -3.261 -1.418
H -1.135 -1.635 -0.851
H 0.726 -3.456 -1.994
C 1.428 -3.291 0.658
O 0.691 -2.049 0.578
H 1.043 -3.966 1.423
H 1.435 -3.819 -0.295
H 2.467 -3.035 0.870
H 0.426 -2.033 -0.345
C -1.590 1.400 -2.541
O -0.330 0.938 -3.015
H -1.656 2.485 -2.459
H -2.425 1.089 -3.169
H -1.668 1.035 -1.517
H 0.345 0.914 -2.332
C -3.933 1.150 -0.918
O -3.663 0.005 -0.196
H -3.123 1.344 -1.622
H -4.894 0.967 -1.399
H -3.950 2.069 -0.333
H -3.217 -0.613 -0.780
C -0.779 0.836 3.041
O -1.434 0.129 4.109
H -1.188 1.842 2.948
H 0.265 1.042 3.280
H -0.928 0.364 2.070
H -1.179 -0.792 4.016
N 3.030 1.319 1.815
C 2.231 1.142 2.885
C 1.445 0.000 2.660
C 1.736 -0.336 1.328
C 2.860 0.310 0.913
H 3.626 2.133 1.772
H 2.200 1.871 3.682
H 0.715 -0.403 3.347
H 1.348 -1.155 0.740
H 3.566 0.256 0.097
C 0.762 -0.426 -0.864
S 0.154 0.949 0.227
O 0.091 2.139 -0.750
C -1.612 0.395 0.419
H 0.580 -1.406 -0.422
H 1.825 -0.273 -1.050
H 0.243 -0.379 -1.822
H -1.931 0.970 1.289
H -1.692 -0.691 0.468
H -2.147 0.631 -0.501
*
```

=====

2.
Entry from OMol25: 4 unconnected molecules or ions with the total composition C2H13NO4 (ωB97M-V/def2-TZVPD).

Computed properties:
Energy above the lowest of the compared OMol25 structures with the same formula, charge and spin in kJ/mol: 109.48
Kohn-Sham gap in Ha: 0.353
HOMO energy in eV: -9.0322

Structure (ORCA input):
```
! RIJCOSX wB97M-V def2-TZVPD def2/J DEFGRID3
* xyz 0 1
C 0.177 1.285 -2.031
N -1.158 0.732 -1.996
C -1.384 -0.393 -1.183
O -0.585 -1.560 -1.486
H 0.832 0.859 -2.791
H 0.658 1.083 -1.072
H 0.165 2.371 -2.146
H -1.626 0.766 -2.885
H -1.111 -0.182 -0.151
H -2.442 -0.647 -1.238
H -0.764 -1.818 -2.408
O -2.381 1.936 1.081
H -3.266 2.262 0.892
H -2.285 2.055 2.042
O -1.057 -3.157 1.091
H -0.695 -2.441 0.551
H -1.926 -2.845 1.361
O 6.098 1.097 3.529
H 5.546 0.472 3.044
H 5.675 1.203 4.386
*
```

=====

3.
Entry from OMol25: 2 unconnected molecules or ions with the total composition C4H9O2S in a non-equilibrium geometry (ωB97M-V/def2-TZVPD).

Computed properties:
Energy above the lowest of the compared OMol25 structures with the same formula, charge and spin in kJ/mol: 720.40
Kohn-Sham gap (alpha / beta) in Ha: 0.243 / 0.209
HOMO energy (alpha / beta) in eV: -3.1561 / -2.7400

Structure (ORCA input):
```
! RIJCOSX wB97M-V def2-TZVPD def2/J DEFGRID3
* xyz -1 1
C 1.417 1.170 0.004
C -2.681 0.650 -0.471
C -2.096 -0.691 -0.217
C 1.998 -1.243 0.791
O 3.076 -0.398 -1.516
O 3.834 0.368 0.805
S 2.756 -0.011 -0.124
H 0.623 0.787 -0.504
H 1.046 1.782 0.927
H -3.575 0.636 -1.082
H -2.990 0.949 0.530
H -1.837 1.336 -0.618
H -1.826 -1.394 -1.030
H -2.665 -1.272 0.593
H 1.379 -1.890 0.235
H 1.541 -0.779 1.675
*
```

=====

4.
Entry from OMol25: 6 unconnected molecules or ions with the total composition C29H36ClN7O3S in a non-equilibrium geometry (ωB97M-V/def2-TZVPD).

Computed properties:
Kohn-Sham gap in Ha: 0.324
HOMO energy in eV: -9.1799

Structure (ORCA input):
```
! RIJCOSX wB97M-V def2-TZVPD def2/J DEFGRID3
* xyz 0 1
H 3.315 -3.255 3.509
N 3.097 -4.228 3.240
C 2.122 -4.223 2.416
C 1.429 -2.864 1.985
C 1.004 -2.834 0.465
Cl 2.471 -2.207 -0.461
C -0.176 -1.788 0.151
C -1.185 -2.358 -0.906
C -2.153 -1.307 -1.570
C -1.705 0.172 -1.471
C -0.901 0.810 -2.527
C -0.488 2.197 -2.504
C -0.886 3.049 -1.387
C -1.671 2.459 -0.299
C -2.073 1.054 -0.350
C -2.945 0.535 0.849
C -1.965 -3.592 -0.262
C -3.092 -3.196 0.718
C -2.962 -2.893 2.140
C -4.133 -2.574 2.910
N -5.440 -2.454 2.534
C -5.509 -2.746 1.202
C -4.481 -3.124 0.272
S -0.713 -4.746 0.403
O -0.896 -6.017 -0.301
O -0.829 -5.022 1.830
O 0.752 -4.151 -0.066
H 1.775 -5.219 2.059
H 2.239 -2.093 2.099
H 0.566 -2.631 2.664
H 0.340 -0.847 -0.143
H -0.658 -1.586 1.151
H -0.564 -2.797 -1.738
H -2.190 -1.555 -2.670
H -3.217 -1.358 -1.222
H -0.625 0.165 -3.398
H 0.095 2.620 -3.353
H -0.605 4.127 -1.369
H -1.958 3.154 0.521
H -2.522 -0.399 1.296
H -3.002 1.338 1.625
H -3.991 0.333 0.486
H -2.461 -4.112 -1.129
H -1.962 -2.913 2.624
H -3.957 -2.389 4.003
H -6.546 -2.677 0.777
H -4.741 -3.359 -0.785
C 1.099 -8.270 1.602
C 2.350 -8.819 2.177
N 3.319 -9.243 2.621
H 1.294 -7.857 0.613
H 0.353 -9.059 1.518
H 0.710 -7.481 2.246
C 2.605 5.689 -1.620
C 1.574 5.602 -0.561
N 0.780 5.535 0.266
H 3.278 6.521 -1.417
H 3.183 4.767 -1.649
H 2.131 5.843 -2.589
C 4.814 4.979 1.646
C 5.245 4.940 0.229
N 5.591 4.908 -0.870
H 4.976 4.006 2.108
H 5.388 5.731 2.186
H 3.755 5.231 1.705
C 1.190 1.169 -6.187
C 0.727 2.567 -6.024
N 0.369 3.649 -5.897
H 0.940 0.811 -7.185
H 2.270 1.119 -6.051
H 0.708 0.531 -5.448
C 0.471 9.299 1.571
C 1.715 8.730 2.135
N 2.679 8.284 2.571
H 0.671 9.718 0.585
H -0.283 8.518 1.480
H 0.095 10.086 2.223
*
```

=====

5.
Entry from OMol25: a molecular structure, CH3NO2P in a non-equilibrium geometry (ωB97M-V/def2-TZVPD).

Computed properties:
Energy above the lowest of the compared OMol25 structures with the same formula, charge and spin in kJ/mol: 196.52
Kohn-Sham gap in Ha: 0.225
HOMO energy in eV: -1.7074

Structure (ORCA input):
```
! RIJCOSX wB97M-V def2-TZVPD def2/J DEFGRID3
* xyz -1 1
C -3.687 -0.579 -0.583
N -0.150 -0.450 -0.543
O -3.117 -0.723 0.398
O -1.697 1.564 -0.362
P -1.158 0.527 0.508
H -0.804 -0.862 -1.186
H 0.504 -1.116 -0.139
H 0.277 0.818 1.042
*
```

=====

6.
Entry from OMol25: a molecular structure, C5H8O (ωB97M-V/def2-TZVPD).

Computed properties:
Energy above the lowest of the compared OMol25 structures with the same formula, charge and spin in kJ/mol: 452.41
Kohn-Sham gap in Ha: 0.335
HOMO energy in eV: -8.2249

Structure (ORCA input):
```
! RIJCOSX wB97M-V def2-TZVPD def2/J DEFGRID3
* xyz 0 1
O 1.248 -1.449 0.099
C 0.971 -0.366 0.963
C 0.771 1.052 0.412
C -0.155 0.782 -0.820
C -1.202 -0.149 -0.144
C -0.500 -0.138 1.222
H 2.093 -1.250 -0.338
H 1.575 -0.396 1.881
H -0.350 1.076 1.392
H 0.411 0.284 -1.620
H -0.587 1.705 -1.224
H -2.193 0.318 -0.103
H -1.301 -1.155 -0.570
H -0.948 -0.457 2.171
*
```

=====

7.
Entry from OMol25: a single C4H7NO2 molecule (ωB97M-V/def2-TZVPD).

Computed properties:
Energy above the lowest of the compared OMol25 structures with the same formula, charge and spin in kJ/mol: 175.47
Kohn-Sham gap in Ha: 0.403
HOMO energy in eV: -10.1997

Structure (ORCA input):
```
! RIJCOSX wB97M-V def2-TZVPD def2/J DEFGRID3
* xyz 0 1
H 0.303 1.650 0.074
N -0.650 1.315 0.073
C -0.854 0.063 0.028
C -2.294 -0.300 -0.156
O 0.049 -0.951 0.138
C 1.329 -0.527 0.576
C 2.118 0.140 -0.538
O 3.111 0.790 -0.328
H -2.648 -1.225 0.305
H -2.724 0.606 0.269
H -2.562 -0.297 -1.216
H 1.233 0.169 1.418
H 1.873 -1.413 0.919
H 1.716 -0.021 -1.562
*
```

=====

8.
Entry from OMol25: a molecular structure, C4H16Li3N2O5 in a non-equilibrium geometry (ωB97M-V/def2-TZVPD).

Computed properties:
Kohn-Sham gap in Ha: 0.300
HOMO energy in eV: -12.2600

Structure (ORCA input):
```
! RIJCOSX wB97M-V def2-TZVPD def2/J DEFGRID3
* xyz 1 1
Li -4.195 1.004 0.202
Li -1.414 3.091 1.040
Li -2.889 0.399 2.488
O -2.409 1.439 0.831
H -1.564 1.146 0.461
O -4.566 -0.169 1.727
H -5.393 0.239 2.008
O 0.162 2.543 2.280
H 0.968 3.074 2.255
H 0.037 2.340 3.214
C -1.331 -2.366 -1.645
O -1.845 -1.801 -2.588
N -1.703 -2.076 -0.339
N -0.496 -3.441 -1.758
H -1.163 -2.442 0.424
H -2.241 -1.233 -0.282
H -0.163 -3.667 -2.677
H -0.191 -3.976 -0.967
C 3.485 0.643 -1.426
C 2.585 0.725 -0.197
C 1.202 0.145 -0.459
O 3.137 -0.036 0.898
H 2.928 1.165 -2.214
H 3.697 -0.376 -1.737
H 4.403 1.217 -1.304
H 2.530 1.788 0.073
H 1.313 -0.934 -0.534
H 0.846 0.565 -1.403
H 0.492 0.450 0.310
H 3.778 0.544 1.320
*
```

=====

9.
Entry from OMol25: a molecular structure, C23H38F6Na3O27S2 in a non-equilibrium geometry (ωB97M-V/def2-TZVPD).

Computed properties:
Kohn-Sham gap in Ha: 0.167
HOMO energy in eV: -9.7805

Structure (ORCA input):
```
! RIJCOSX wB97M-V def2-TZVPD def2/J DEFGRID3
* xyz 1 1
Na -5.892 -1.439 -3.943
Na -2.960 -6.678 -3.890
Na -1.452 -4.978 4.844
C -8.788 -4.911 1.570
F -9.844 -5.448 0.889
F -8.624 -3.615 1.317
F -8.972 -5.112 2.872
S -7.063 -5.718 1.047
O -6.613 -5.069 -0.206
O -6.071 -5.477 2.136
O -7.403 -7.130 0.903
C 0.718 -0.021 -1.335
F 1.775 -0.673 -0.785
F 0.686 1.216 -0.850
F 0.874 -0.018 -2.664
S -0.983 -0.829 -0.839
O -1.956 0.255 -1.064
O -1.109 -1.893 -1.857
O -0.944 -1.261 0.602
C 6.617 1.638 -9.153
C 5.497 2.214 -8.346
O 6.117 2.561 -7.141
C 7.343 2.120 -7.110
O 7.986 2.230 -6.096
O 7.688 1.553 -8.312
H 6.866 2.349 -9.941
H 6.381 0.640 -9.522
H 4.736 1.506 -8.015
H 5.076 3.065 -8.881
C 8.891 4.372 0.980
C 7.453 4.162 0.610
O 6.790 5.398 0.920
C 7.722 6.334 1.083
O 7.507 7.503 1.006
O 8.896 5.785 1.290
H 9.538 4.287 0.107
H 9.230 3.883 1.893
H 7.061 3.316 1.173
H 7.239 3.817 -0.402
C 2.091 -9.799 -7.040
O 3.045 -8.748 -6.930
C 2.759 -7.653 -6.275
O 1.668 -7.175 -5.974
O 3.958 -6.962 -6.175
C 3.957 -5.833 -5.438
H 1.843 -10.180 -6.049
H 2.556 -10.627 -7.575
H 1.239 -9.490 -7.646
H 3.729 -6.020 -4.389
H 3.151 -5.168 -5.748
H 4.928 -5.339 -5.388
C 1.362 6.855 -2.903
O 0.855 8.218 -2.910
C 0.086 8.706 -1.853
O -0.490 9.803 -2.005
O 0.190 7.882 -0.765
C -0.566 8.162 0.390
H 1.276 6.270 -1.987
H 2.448 6.930 -2.962
H 1.051 6.365 -3.825
H -0.037 8.100 1.340
H -1.413 7.494 0.548
H -0.989 9.160 0.276
C -1.944 1.170 6.537
O -3.351 0.988 6.851
C -3.727 -0.183 7.049
O -2.988 -1.167 7.153
O -5.075 -0.239 7.022
C -5.757 -1.441 6.822
H -1.815 2.243 6.391
H -1.572 0.606 5.682
H -1.345 0.901 7.408
H -6.803 -1.191 6.642
H -5.735 -1.965 7.778
H -5.377 -1.985 5.958
C 3.726 -5.335 9.220
O 4.450 -4.469 8.326
C 4.158 -4.444 6.989
O 3.261 -5.061 6.424
O 5.137 -3.565 6.315
C 5.097 -3.447 4.903
H 3.803 -5.006 10.256
H 4.068 -6.369 9.173
H 2.683 -5.304 8.905
H 5.724 -2.728 4.376
H 4.051 -3.205 4.712
H 5.287 -4.416 4.441
C -10.800 5.125 -0.809
O -10.570 3.779 -1.226
C -9.711 2.925 -0.596
O -9.439 1.810 -1.104
O -9.254 3.497 0.612
C -8.241 2.854 1.371
H -11.671 4.961 -0.174
H -11.165 5.777 -1.602
H -10.096 5.647 -0.161
H -7.366 3.310 0.908
H -8.186 1.770 1.466
H -8.166 3.269 2.376
*
```

=====

10.
Entry from OMol25: a single C3H3IN2S molecule in a non-equilibrium geometry (ωB97M-V/def2-TZVPD).

Computed properties:
Energy above the lowest of the compared OMol25 structures with the same formula, charge and spin in kJ/mol: 582.47
Kohn-Sham gap (alpha / beta) in Ha: 0.238 / 0.241
HOMO energy (alpha / beta) in eV: -8.4578 / -8.4709

Structure (ORCA input):
```
! RIJCOSX wB97M-V def2-TZVPD def2/J DEFGRID3
* xyz 0 1
C 1.316 1.092 -0.034
C 2.508 0.619 -0.395
C 0.192 -0.023 -0.286
N 0.820 2.236 0.202
N 2.786 3.752 -0.545
S 1.515 3.728 0.252
I 3.690 -0.927 0.029
H -0.646 0.555 -0.724
H 0.756 -0.812 -0.952
H -0.198 -0.527 0.661
*
```

=====

11.
Entry from OMol25: a single C3H3FP2 molecule in a non-equilibrium geometry (ωB97M-V/def2-TZVPD).

Computed properties:
Energy above the lowest of the compared OMol25 structures with the same formula, charge and spin in kJ/mol: 379.35
Kohn-Sham gap (alpha / beta) in Ha: 0.301 / 0.289
HOMO energy (alpha / beta) in eV: -9.0125 / -8.2695

Structure (ORCA input):
```
! RIJCOSX wB97M-V def2-TZVPD def2/J DEFGRID3
* xyz 0 1
C -0.491 -1.099 -0.195
C 0.336 1.398 0.819
C -0.612 -0.649 -1.418
F -1.274 -0.916 -2.533
P 0.280 2.317 -0.612
P 0.188 -0.350 1.215
H -0.566 -2.091 0.030
H 0.609 1.799 1.812
H 1.530 -0.410 0.881
*
```